# 1
DFT (wB97M-V/def2-TZVPD) results for a cluster of 2 separate species, C4H11NO2 in total.

Multiplicity: 1
HOMO, eV: -9.5
SMILES: CC(N)=O.CCO
HOMO-LUMO gap, eV: 10.1

Each line ends with the Löwdin charge.
Positions of all 18 atoms, in Å:
C 0.9464 2.1527 -0.9864  0.0007
C -0.1307 1.0936 -1.1224  -0.5635
N -0.3651 0.5309 -2.3280  0.1674
O -0.6683 0.6689 -0.1097  0.0154
H 1.5419 2.2236 -1.8880  0.0656
H 1.6728 1.9737 -0.2068  0.0800
H 0.4971 3.1419 -0.7955  0.0952
H -1.2097 -0.0008 -2.4671  0.1129
H 0.0485 0.8816 -3.1745  0.1000
C 0.1045 -2.0959 0.4750  -0.1010
C -0.5127 -1.5336 1.7676  -0.3072
O 0.4056 -0.6146 2.3772  -0.1144
H 0.4129 -3.1331 0.6092  0.0639
H 1.0680 -1.6267 0.2937  0.0675
H -0.5197 -1.9423 -0.4062  0.0547
H -1.4717 -0.9972 1.6866  0.1066
H -0.4831 -2.4137 2.4487  0.1112
H 0.4183 0.0872 1.7099  0.0449

Forces on the atoms, in the same order (eV/Å):
C -0.1 0.6 -1.0
C 0.8 -0.5 1.6
N -0.2 0.3 -0.9
O -0.4 0.3 -0.3
H 0.0 0.2 -0.4
H -0.3 -0.4 0.5
H 0.0 -0.5 -0.1
H 0.1 -0.1 0.3
H 0.1 0.2 0.1
C 0.0 0.1 -0.2
C 1.3 -0.8 0.8
O -0.2 0.3 -0.5
H -0.5 -0.2 -0.2
H 0.0 0.5 -0.1
H 0.1 -0.3 0.0
H 0.1 -0.8 -0.2
H -0.9 0.9 -0.1
H 0.2 0.3 0.3

# 2
DFT (wB97M-V/def2-TZVPD) results for a cluster of 8 separate species, H15O7 in total.

Multiplicity: 1
HOMO, eV: -15.0
Net charge: +1
HOMO-LUMO gap, eV: 4.1

Each line ends with the Löwdin charge.
Positions of all 22 atoms, in Å:
O -1.6019 -1.3939 0.9738  0.0761
H -2.4863 -1.7239 0.9989  0.1106
H -1.6694 -0.4805 0.6717  0.0339
O 0.7330 -0.8729 -1.4935  0.0610
H 0.3445 -0.0235 -1.6612  -0.0104
H 1.3247 -1.1069 -2.2166  0.1066
O -1.9047 1.1499 0.2116  -0.0898
H -2.6816 1.5040 0.6949  0.1035
H 4.9026 4.1331 -0.5531  -0.0046
O 0.6039 1.4707 -0.1393  0.1033
H 5.1105 4.7459 -0.8290  0.0055
H -0.3477 1.5124 0.1557  0.0229
O 0.2639 -2.3340 0.8916  0.1123
H -0.7036 -2.4731 0.9391  0.0185
H 0.3949 -1.8433 0.0375  0.0553
O -1.2372 0.5756 -1.9667  0.0617
H -1.4505 1.1220 -2.7343  0.1154
H -1.6153 1.0245 -1.2084  -0.0555
O 2.1870 0.3610 1.7179  -0.0009
H 2.1676 -0.5392 1.4404  0.0369
H 3.0017 0.5215 2.1846  0.0785
H 1.2133 1.2195 0.6192  0.0593

Forces on the atoms, in the same order (eV/Å):
O -1.7 1.4 0.5
H -1.4 -0.8 0.1
H 0.3 1.5 -0.5
O 0.9 -1.4 0.9
H -0.6 1.0 -0.4
H 0.2 0.0 0.0
O -0.5 0.1 1.5
H 0.4 -0.1 -0.3
H -0.5 -1.4 0.6
O 0.1 0.2 0.0
H 0.5 1.4 -0.6
H 0.2 -0.4 0.2
O 2.3 -0.3 -0.5
H 0.4 -0.8 -0.2
H 0.1 -0.5 0.2
O 0.2 -0.5 -2.0
H 0.1 0.0 -0.3
H -0.7 0.6 1.0
O -0.7 1.1 -0.1
H 0.2 -1.2 -0.1
H 0.4 0.0 0.2
H -0.2 -0.1 -0.2

# 3
DFT (wB97M-V/def2-TZVPD) results for an isolated molecule of C10H10BrN.

Multiplicity: 1
HOMO (alpha / beta), eV: -8.2 / -8.2
SMILES: CC1=c2ccccc2=N[C@@]1(C)Br
HOMO-LUMO gap (alpha / beta), eV: 7.8 / 7.8

Each line ends with the Löwdin charge.
Positions of all 22 atoms, in Å:
C -0.9801 0.7112 2.2256  -0.0323
C -0.1993 0.3189 1.0126  -0.2213
C -0.3580 0.4718 -0.2753  -0.1812
C -1.5806 0.7781 -1.0115  -0.0175
C -1.6520 0.7607 -2.3563  -0.0618
C -0.4182 0.4659 -3.1229  -0.0768
C 0.7019 0.0701 -2.5119  -0.0229
C 0.7800 0.0793 -1.0257  -0.2950
N 1.8665 -0.3097 -0.3967  0.1579
C 1.2533 -0.2783 1.2917  -0.7276
C 1.3742 -1.7351 1.6656  -0.1200
Br 2.3321 0.8875 2.3495  0.7686
H -0.3525 1.2365 2.9084  0.0387
H -1.4210 -0.3057 2.6519  0.1445
H -1.8499 1.1544 1.9797  0.0235
H -2.4046 1.0139 -0.3513  0.1076
H -2.5262 0.7957 -2.9902  0.0980
H -0.4050 0.4534 -4.2404  0.1158
H 1.6192 -0.1889 -2.9679  0.0942
H 1.3444 -1.9094 2.6785  0.0416
H 2.2818 -2.0849 1.3503  0.0392
H 0.5939 -2.3855 1.1364  0.1267

Forces on the atoms, in the same order (eV/Å):
C 0.7 -4.8 -0.1
C 2.8 -0.4 3.4
C -2.0 0.3 -1.8
C -0.5 0.6 0.3
C 1.3 -0.6 -0.3
C 0.0 -0.5 -0.8
C -0.2 0.7 1.8
C 3.1 -1.4 -0.8
N -2.7 0.8 2.5
C -0.7 0.3 -4.6
C -2.9 0.2 -1.9
Br 0.1 0.0 0.0
H 0.1 0.3 0.7
H 1.3 1.8 -0.2
H -2.7 2.3 -0.8
H -0.5 -0.1 -0.4
H -0.4 0.5 0.6
H -0.4 0.2 1.1
H 0.6 -0.2 -0.8
H -0.5 -0.2 2.5
H 2.5 -0.8 -1.0
H 0.8 1.1 0.7

# 4
DFT (wB97M-V/def2-TZVPD) results for an isolated molecule of C18H25N5O4S.

Multiplicity: 1
HOMO, eV: -7.6
SMILES: CCOc1cc(N2CCOCC2)c(OCC)cc1NC(=O)CSc1ncn[nH]1
HOMO-LUMO gap, eV: 8.1

Each line ends with the Löwdin charge.
Positions of all 53 atoms, in Å:
C 0.7233 1.2189 3.6578  -0.0553
C 1.5999 0.0707 3.1673  -0.2460
O 1.9191 0.1779 1.7958  -0.0719
C 0.9653 -0.1283 0.8580  -0.1945
C -0.2678 -0.7027 1.1160  0.0589
C -1.1598 -1.0097 0.0983  -0.1760
N -2.3970 -1.5974 0.4958  -0.1051
C -3.5657 -0.7864 0.1865  -0.1452
C -4.7748 -1.4214 0.8738  -0.1980
O -4.9754 -2.7469 0.4409  -0.1320
C -3.8313 -3.5302 0.6915  -0.1976
C -2.5953 -2.9523 0.0016  -0.1447
C -0.8110 -0.7353 -1.2322  -0.1912
O -1.7186 -1.0584 -2.1953  -0.0690
C -1.4004 -0.8099 -3.5523  -0.2460
C -2.5761 -1.2865 -4.3911  -0.0609
C 0.4224 -0.1535 -1.4989  0.0696
C 1.3068 0.1535 -0.4755  -0.1250
N 2.5491 0.7557 -0.7028  0.1473
C 3.1102 1.0875 -1.8841  -0.5342
O 2.6496 0.8740 -2.9860  0.0620
C 4.4496 1.8047 -1.7218  -0.3450
S 4.1982 3.5682 -1.3198  0.9933
C 4.0540 3.4555 0.4003  -0.6697
N 4.1054 2.3569 1.1305  0.0598
C 3.9711 2.8125 2.3939  -0.2187
N 3.8387 4.1095 2.4855  0.0531
N 3.8914 4.5258 1.2085  0.0073
H -0.2319 1.2203 3.1387  0.0703
H 0.5464 1.1158 4.7248  0.0791
H 1.2189 2.1692 3.4725  0.0664
H 2.5700 0.0978 3.6716  0.1154
H 1.1317 -0.8975 3.3808  0.1166
H -0.5832 -0.9394 2.1186  0.1179
H -3.4041 0.2222 0.5730  0.1324
H -3.7519 -0.7327 -0.8968  0.1229
H -5.6899 -0.8785 0.6302  0.1236
H -4.6187 -1.4070 1.9637  0.1242
H -4.0561 -4.5288 0.3125  0.1236
H -3.6480 -3.5819 1.7759  0.1242
H -1.7152 -3.5481 0.2527  0.1328
H -2.7465 -2.9720 -1.0882  0.1229
H -0.4880 -1.3535 -3.8305  0.1302
H -1.2308 0.2636 -3.7085  0.1299
H -2.3718 -1.1122 -5.4435  0.0754
H -2.7425 -2.3486 -4.2318  0.0769
H -3.4781 -0.7493 -4.1096  0.0769
H 0.7226 0.0727 -2.5066  0.0930
H 3.0523 0.9964 0.1534  0.0973
H 5.0618 1.3771 -0.9305  0.0811
H 4.9756 1.7988 -2.6756  0.0844
H 3.9784 2.1623 3.2425  0.1044
H 3.8185 5.5009 0.9685  0.1528

Forces on the atoms, in the same order (eV/Å):
C 0.2 -0.3 -0.3
C -0.1 0.1 0.4
O 0.0 0.0 -0.4
C 0.0 0.0 -0.3
C 0.3 0.1 0.0
C 0.0 0.0 -0.2
N 0.0 0.0 -0.3
C -0.4 -0.1 0.2
C 0.1 0.4 0.0
O -0.1 0.0 -0.1
C 0.4 -0.2 -0.1
C -0.3 -0.3 0.1
C 0.1 0.0 0.5
O -0.1 -0.1 0.2
C 0.0 0.0 -0.4
C 0.3 0.1 0.3
C -0.2 0.0 -0.3
C -0.2 -0.1 0.2
N 0.0 -0.2 0.6
C 0.5 0.1 0.1
O -0.1 0.0 -0.3
C -0.2 0.3 0.1
S 0.1 0.0 -0.4
C 0.1 0.0 0.3
N 0.2 0.0 -0.6
C 0.0 0.5 -0.1
N -0.1 0.3 0.9
N 0.1 -0.6 -0.5
H -0.1 0.0 0.0
H -0.1 0.0 0.1
H 0.0 0.1 0.0
H -0.1 -0.1 0.0
H 0.1 0.0 0.0
H 0.0 0.0 0.1
H -0.1 0.0 0.0
H 0.0 0.0 0.1
H 0.1 0.0 0.1
H 0.0 0.0 -0.1
H 0.1 0.0 0.1
H 0.0 0.0 -0.1
H 0.0 0.0 0.0
H 0.0 0.0 0.1
H 0.0 0.1 0.1
H 0.1 -0.1 0.0
H 0.0 0.0 -0.1
H 0.0 -0.1 0.0
H -0.1 0.0 0.0
H 0.0 0.0 0.0
H 0.1 0.0 -0.3
H 0.0 0.0 -0.1
H -0.1 0.0 0.1
H 0.0 -0.1 0.3
H 0.0 -0.1 0.1

# 5
DFT (wB97M-V/def2-TZVPD) results for a structure of composition C5H8N2.

Multiplicity: 1
HOMO (alpha / beta), eV: -7.5 / -7.5
HOMO-LUMO gap (alpha / beta), eV: 8.1 / 8.1

Each line ends with the Löwdin charge.
Positions of all 15 atoms, in Å:
C 1.2513 -0.9381 -0.2788  -0.0253
N 0.2280 -0.1223 -0.8533  -0.1501
C 0.6489 1.1806 -0.8265  -0.1497
C 0.2824 1.5528 0.5010  -0.1691
C -0.9922 0.8323 0.7693  -0.0420
C -0.9670 -0.2150 -0.0674  -0.3839
N -1.7636 -1.3321 -0.2240  0.1320
H 1.0470 -2.0126 -0.3193  0.0428
H 2.2542 -0.6805 -0.6203  0.0510
H 1.1059 0.5456 0.9126  0.1886
H 1.6180 1.3855 -1.2716  0.1089
H 0.4871 2.5300 0.9347  0.1061
H -1.6866 1.0347 1.5735  0.1042
H -1.3974 -2.0248 -0.8612  0.0895
H -2.1159 -1.7361 0.6315  0.0970

Forces on the atoms, in the same order (eV/Å):
C 0.0 -0.2 -0.3
N -0.1 0.0 0.0
C 0.3 -0.1 0.3
C -0.2 0.3 -0.1
C 0.0 -0.2 0.0
C 0.0 0.1 0.1
N 0.1 0.0 0.1
H 0.0 0.2 0.0
H -0.1 0.0 0.1
H 0.0 0.1 0.0
H -0.1 0.0 0.0
H 0.0 -0.2 -0.1
H 0.1 0.0 -0.1
H 0.0 0.1 0.1
H 0.0 0.1 -0.1

Calculated relative energy (zero: lowest compared OMol25 entry of this formula, charge and spin) (kJ/mol), listed in the same order as above: 81.4 1167.1 124.4 314.1 475.2
Calculated E_tot (Ha), listed in the same order as above: -364.237180 -535.042339 -3015.725428 -1673.824014 -304.654516